{"formula": "C5H8O", "method": "ωB97M-V/def2-TZVPD", "symbols": ["O", "C", "C", "C", "C", "C", "H", "H", "H", "H", "H", "H", "H", "H"], "coordinates": [[1.910, 1.834, -0.260], [-0.160, 0.911, 0.626], [-1.133, -0.199, 0.643], [0.850, 1.030, -0.414], [0.102, -1.827, -0.808], [-0.916, -1.424, 0.035], [1.843, 2.310, 0.584], [0.761, -1.171, -1.352], [-0.723, 1.862, 0.637], [-2.021, -0.038, 1.243], [0.769, 0.643, -1.417], [-1.631, -2.203, 0.307], [0.235, -2.891, -0.987], [0.398, 0.896, 1.582]], "forces_ev_per_angstrom": [[0.62, 0.93, 0.61], [-0.04, 0.99, 0.56], [0.21, -0.51, -0.52], [-0.13, -1.02, -1.12], [0.04, -0.40, -0.18], [-0.42, -0.09, 0.37], [0.11, -0.17, -0.27], [-0.02, -0.13, 0.26], [-0.11, -0.02, 0.24], [0.09, -0.14, -0.04], [-0.12, 0.25, 0.08], [0.11, 0.09, -0.01], [-0.12, 0.19, -0.06], [-0.24, 0.01, 0.09]], "gap_ev": [8.33, 6.53], "e_above_lowest_kcal_mol": 93.5, "e_tot_ev": -7358.2001}


{"formula": "C5H8O", "method": "ωB97M-V/def2-TZVPD", "symbols": ["O", "C", "C", "C", "C", "C", "H", "H", "H", "H", "H", "H", "H", "H"], "coordinates": [[-1.288, 1.263, 0.519], [-2.226, 0.185, 0.676], [-0.305, -0.938, -1.116], [0.538, -0.128, -0.348], [2.042, -0.236, -0.151], [-0.056, 1.023, 0.166], [0.553, 1.920, 0.319], [-2.652, -0.071, -0.292], [-1.715, -0.697, 1.070], [2.632, 0.321, -0.890], [2.327, 0.119, 0.848], [-2.968, 0.567, 1.380], [0.342, -1.602, -1.731], [2.333, -1.290, -0.216]], "forces_ev_per_angstrom": [[0.29, -0.05, -0.07], [-0.17, -0.12, 0.02], [0.44, 0.10, 0.15], [-0.22, -0.11, -0.05], [0.13, -0.07, -0.01], [-0.09, 0.08, 0.03], [-0.09, -0.13, 0.04], [0.03, 0.01, 0.12], [-0.11, 0.15, -0.07], [-0.16, -0.08, 0.06], [0.04, -0.06, -0.19], [0.07, -0.03, -0.15], [-0.13, 0.13, 0.12], [-0.03, 0.19, -0.02]], "gap_ev": 7.78, "e_above_lowest_kcal_mol": 105.0, "e_tot_ev": -7357.7030}


{"formula": "C5H8O", "method": "ωB97M-V/def2-TZVPD", "symbols": ["O", "C", "C", "C", "C", "C", "H", "H", "H", "H", "H", "H", "H", "H"], "coordinates": [[-0.310, 1.137, 1.456], [1.708, -0.539, 0.318], [-0.681, 0.364, 0.595], [0.284, -0.494, -0.157], [-2.135, 0.271, 0.187], [1.374, 0.269, -0.888], [-2.237, 0.045, -0.879], [1.358, 1.350, -0.783], [2.253, -1.468, 0.184], [-2.636, 1.212, 0.423], [1.665, -0.097, -1.868], [1.909, 0.001, 1.238], [-0.131, -1.363, -0.661], [-2.626, -0.532, 0.748]], "forces_ev_per_angstrom": [[-0.14, -0.23, -0.30], [0.13, -0.06, 0.12], [0.08, 0.18, 0.12], [-0.17, -0.10, 0.03], [-0.06, 0.04, -0.01], [0.11, 0.14, -0.16], [0.03, 0.03, 0.15], [0.00, -0.18, 0.01], [-0.12, 0.14, 0.00], [0.04, -0.14, 0.00], [-0.04, 0.03, 0.17], [-0.04, -0.08, -0.15], [0.07, 0.17, 0.07], [0.11, 0.06, -0.05]], "gap_ev": 10.74, "e_above_lowest_kcal_mol": 19.4, "e_tot_ev": -7361.4153}